Below is a single C8H9BrO molecule in a non-equilibrium geometry, with properties calculated with wB97M-V/def2-TZVPD.

E_HOMO = -9.1 eV
E = -80528.0975 eV
charge = 0
ΔE to the lowest compared entry with this formula, charge and spin = 257.9 kJ/mol
spin multiplicity = 1
SMILES string = CO[C@@]12C=C[C@@H]1[C@@H](Br)C=C2

Structure (XYZ):
```
19
Properties=species:S:1:pos:R:3:forces:R:3
C -0.390 2.013 0.464 -0.3 -0.9 -1.0
C 0.834 -0.857 1.663 -0.2 0.2 -1.9
C 0.586 1.586 -0.342 0.8 1.0 -0.6
C 1.073 -0.831 0.341 -2.0 1.6 0.4
C -1.064 0.647 0.602 3.5 -1.1 2.8
C -0.413 -0.186 2.064 -1.6 2.6 -0.8
C 0.102 0.147 -0.414 0.4 -1.2 0.2
C -0.063 0.440 -2.791 0.6 1.0 0.3
O -0.175 -0.419 -1.702 0.3 0.1 1.4
Br -1.697 -1.569 2.543 -0.2 -0.1 0.2
H -0.669 3.006 0.752 0.0 0.2 0.6
H 1.367 -1.363 2.421 0.8 -0.6 0.5
H 1.480 2.112 -0.795 -1.2 -0.8 0.7
H 1.806 -1.288 -0.286 0.6 -0.4 0.2
H -2.128 0.511 0.624 -0.3 -0.3 -0.6
H -0.324 0.506 2.976 -0.2 -1.0 -1.5
H 0.785 1.139 -2.787 0.3 -0.6 0.2
H -0.889 1.081 -2.898 -1.5 0.9 0.1
H -0.043 -0.138 -3.664 0.3 -1.1 -1.2
```
Positions in Å, forces in eV/Å.